(1)
Formula: C14H16F2O21Pb
Source: OMol25
Level of theory: ωB97M-V with the def2-TZVPD basis set

Last column: Mulliken charge in e.
Geometry (Å):
Pb: 0.997 -0.076 -1.123  2.557
O: 4.668 -3.250 -0.855  -0.560
C: 4.303 -1.955 -0.605  0.357
O: 3.211 -1.537 -0.903  -0.636
O: 5.105 -1.134 -0.152  -0.662
H: 3.863 -3.566 -1.272  0.301
O: 3.962 3.563 -1.975  -0.517
C: 3.810 2.479 -1.258  0.393
O: 2.732 1.839 -1.236  -0.680
O: 4.824 2.014 -0.675  -0.691
H: 3.051 3.755 -2.208  0.297
O: -1.099 -1.752 -4.603  -0.524
C: -0.490 -1.134 -3.591  0.823
O: 0.653 -1.437 -3.312  -0.781
O: -1.102 -0.370 -2.875  -0.630
H: -1.805 -1.109 -4.503  0.296
O: 1.919 0.540 3.415  -0.577
C: 2.169 0.573 2.107  0.325
O: 1.191 0.568 1.316  -0.334
O: 3.341 0.610 1.686  -0.639
H: 0.976 0.370 3.366  0.289
C: 0.176 -6.236 1.820  -1.410
C: 0.031 -4.833 2.358  0.385
C: 1.320 -4.146 2.803  -0.510
O: 1.039 -2.877 2.273  -0.141
C: 0.311 -2.996 1.184  0.421
O: 0.206 -2.252 0.171  -0.551
O: -0.468 -4.044 1.327  -0.342
H: -0.748 -6.648 1.414  0.340
H: 0.477 -6.775 2.718  0.382
H: 0.918 -6.259 1.023  0.325
H: -0.756 -4.798 3.111  0.295
H: 2.250 -4.591 2.450  0.311
H: 1.408 -4.219 3.887  0.318
C: -2.033 5.105 -3.025  -0.457
C: -2.207 5.292 -1.499  0.242
O: -1.787 4.024 -0.977  -0.150
C: -1.059 3.432 -1.900  0.326
O: -0.451 2.357 -1.853  -0.335
O: -0.963 4.177 -3.018  -0.288
F: -3.460 5.676 -1.219  -0.312
H: -1.821 6.056 -3.515  0.288
H: -2.956 4.808 -3.524  0.278
H: -1.581 6.141 -1.221  0.278
C: -4.295 1.137 1.714  -0.566
C: -3.364 2.413 1.735  0.421
O: -2.153 1.792 1.455  -0.168
C: -2.365 0.651 0.708  0.351
O: -1.567 0.094 0.046  -0.230
O: -3.676 0.289 0.746  -0.331
F: -3.345 3.073 2.912  -0.332
H: -5.330 1.364 1.459  0.286
H: -4.327 0.656 2.692  0.275
H: -3.704 3.142 0.999  0.194

E: -68458.160 eV
net charge: -2



(2)
Formula: C14H16LuN2O5
Source: OMol25
Level of theory: ωB97M-V with the def2-TZVPD basis set

Last column: Mulliken charge in e.
Geometry (Å):
Lu: 0.734 -2.139 -3.214  0.097
O: 1.562 -4.775 -1.465  -0.113
C: 1.292 -3.920 -2.187  0.370
C: 0.251 -0.675 -4.700  0.324
O: -0.023 0.267 -5.301  -0.119
C: -1.225 -2.955 -3.475  0.449
O: -2.327 -3.283 -3.446  -0.121
C: 2.848 -1.756 -3.533  0.441
O: 3.900 -1.301 -3.416  -0.117
H: 1.243 -3.713 -4.737  0.257
H: 1.028 -3.028 -5.259  0.273
C: -2.623 -0.333 3.644  -1.155
C: -1.452 0.574 3.755  -0.436
N: -0.824 0.960 2.426  0.293
C: -1.072 2.359 1.986  -0.704
C: -0.291 3.344 2.803  -1.080
C: -0.253 -0.082 1.699  0.249
O: -0.248 -1.217 2.116  -0.392
C: 0.421 0.218 0.384  -0.202
C: 1.174 1.405 0.098  0.157
C: 1.747 1.554 -1.160  -1.284
C: 1.658 0.569 -2.122  -0.040
N: 1.002 -0.579 -1.759  -0.418
C: 0.417 -0.818 -0.556  -0.031
H: -3.391 0.132 3.042  0.352
H: -3.037 -0.511 4.637  0.384
H: -2.352 -1.286 3.206  0.390
H: -1.752 1.515 4.229  0.363
H: -0.648 0.153 4.375  0.378
H: -0.843 2.425 0.926  0.631
H: -2.162 2.537 2.094  0.348
H: 0.777 3.161 2.735  0.363
H: -0.484 4.344 2.414  0.392
H: -0.574 3.326 3.851  0.428
H: 1.249 2.161 0.837  0.575
H: 2.266 2.460 -1.411  0.462
H: 2.071 0.678 -3.094  0.627
H: -0.060 -1.771 -0.420  0.608

E: -61581.950 eV
net charge: +3



(3)
Formula: C14H16N2O2
Source: OMol25
Level of theory: ωB97M-V with the def2-TZVPD basis set

Last column: Mulliken charge in e.
Geometry (Å):
C: 1.630 -0.765 1.720  -0.505
C: 2.663 -1.002 0.536  -0.422
O: 2.000 -0.973 -0.746  -0.312
C: 2.079 0.257 -1.394  0.501
O: 1.933 0.252 -2.597  -0.541
C: 2.324 1.650 -0.708  -0.679
C: 1.041 2.296 -0.017  -0.617
C: -0.337 1.967 -0.724  -0.967
C: -1.237 0.946 0.045  0.135
C: -1.848 1.281 1.319  -0.117
C: -2.750 0.308 2.037  -0.705
C: -2.998 -0.964 1.399  -0.360
C: -2.375 -1.383 0.090  0.434
N: -2.701 -2.650 -0.379  -0.642
C: -2.050 -2.867 -1.553  -0.192
C: -1.159 -1.909 -2.264  -0.361
N: -0.892 -0.664 -1.799  -0.314
C: -1.500 -0.408 -0.580  0.311
H: 0.885 0.043 1.503  -0.038
H: 1.030 -1.713 1.851  0.264
H: 2.173 -0.471 2.661  0.291
H: 3.034 -2.062 0.671  0.308
H: 3.571 -0.351 0.607  0.308
H: 3.209 1.631 -0.005  0.310
H: 2.634 2.350 -1.537  0.409
H: 1.184 3.416 -0.108  0.366
H: 1.050 2.091 1.090  0.400
H: -0.187 1.700 -1.810  0.454
H: -0.921 2.937 -0.749  0.475
H: -1.670 2.280 1.781  0.355
H: -3.231 0.541 3.018  0.356
H: -3.695 -1.680 1.907  0.361
H: -2.208 -3.871 -2.036  0.347
H: -0.681 -2.215 -3.228  0.390

structure (SMILES): CCOC(=O)CCCc1cccc2nccnc12
E: -21850.633 eV
net charge: 0



(4)
Formula: C14H16N4O2S
Source: OMol25
Level of theory: ωB97M-V with the def2-TZVPD basis set

Last column: Mulliken charge in e.
Geometry (Å):
O: 5.031 0.611 1.382  -0.508
O: 4.887 -1.565 0.881  -0.519
S: -0.427 3.570 -2.670  -0.418
C: -0.495 1.909 -2.710  -0.084
C: 1.794 -0.525 0.268  -0.452
C: 0.688 0.163 -0.166  -0.756
C: 1.165 -0.802 4.005  -0.367
C: 2.421 -0.615 4.552  -0.726
C: 0.972 -0.805 2.607  -0.592
C: 3.490 -0.427 3.639  -0.459
C: 2.053 -0.659 1.682  0.883
C: 3.366 -0.539 2.261  0.231
N: 0.597 1.123 -2.499  -0.146
N: -1.665 1.224 -2.492  0.045
N: -1.257 0.124 -1.699  0.330
N: 4.508 -0.500 1.501  0.865
C: 0.234 0.076 -1.597  -0.373
C: -3.070 1.675 -2.347  -0.675
C: -1.978 -1.090 -1.414  -0.479
C: -3.967 0.440 -2.198  -0.634
C: -3.408 -0.580 -1.156  -0.804
H: 2.517 -1.046 -0.336  0.537
H: -0.008 0.548 0.585  0.412
H: 0.167 -1.002 4.541  0.262
H: 2.489 -0.831 5.624  0.359
H: -0.100 -0.922 2.420  0.285
H: 4.409 -0.417 4.129  0.421
H: 1.577 1.493 -2.489  0.315
H: 0.571 -0.823 -2.137  0.296
H: -3.171 2.379 -1.582  0.399
H: -3.367 2.128 -3.270  0.364
H: -1.692 -1.563 -0.496  0.206
H: -1.791 -1.792 -2.182  0.362
H: -5.017 0.781 -2.066  0.370
H: -3.977 -0.136 -3.170  0.293
H: -3.443 -0.202 -0.166  0.351
H: -4.103 -1.399 -1.234  0.407

structure (SMILES): O=[N+]([O-])c1ccccc1/C=C/[C@@H]1NC(=S)N2CCCCN12
E: -35661.610 eV
net charge: 0



(5)
Formula: C14H16N4O2S
Source: OMol25
Level of theory: ωB97M-V with the def2-TZVPD basis set

Last column: Mulliken charge in e.
Geometry (Å):
C: -0.770 4.355 -1.044  -1.085
C: 0.360 3.408 -1.225  0.785
N: 0.814 2.759 -0.209  -0.804
N: 1.824 1.889 -0.323  -0.274
C: 2.356 1.671 -1.485  0.529
N: 1.944 2.313 -2.611  -0.081
C: 0.909 3.249 -2.583  0.369
O: 0.552 3.823 -3.584  -0.642
H: 2.388 2.121 -3.503  0.221
S: 3.656 0.527 -1.679  -0.188
C: 3.923 -0.053 0.026  -0.694
H: 4.908 -0.518 0.004  0.401
H: 3.912 0.818 0.676  0.397
C: 2.878 -1.100 0.426  0.596
O: 3.054 -2.282 0.233  -0.652
N: 1.803 -0.564 1.027  -0.077
H: 1.691 0.445 0.987  0.353
C: 0.626 -1.338 1.343  -0.760
H: 0.907 -2.393 1.318  0.406
H: 0.292 -1.080 2.352  0.254
C: -0.504 -1.065 0.338  -0.405
C: -1.737 -1.830 0.722  0.240
C: -1.891 -3.155 0.333  -0.351
C: -3.009 -3.875 0.716  -0.597
C: -3.986 -3.278 1.495  -0.418
C: -3.839 -1.960 1.889  -0.598
C: -2.720 -1.242 1.506  -0.267
H: -2.610 -0.212 1.815  0.367
H: -4.598 -1.489 2.497  0.373
H: -4.859 -3.839 1.792  0.374
H: -3.118 -4.903 0.405  0.373
H: -1.130 -3.623 -0.275  0.382
H: -0.167 -1.365 -0.656  0.316
H: -0.712 0.008 0.326  0.224
H: -0.473 5.344 -1.390  0.308
H: -1.612 4.039 -1.658  0.274
H: -1.062 4.394 0.000  0.350

structure (SMILES): Cc1nnc(SCC(=O)NCCc2ccccc2)[nH]c1=O
E: -35668.725 eV
net charge: 0



(6)
Formula: C14H16O
Source: OMol25
Level of theory: ωB97M-V with the def2-TZVPD basis set

Last column: Mulliken charge in e.
Geometry (Å):
C: 0.110 4.500 -2.480  -1.295
C: 0.153 0.542 -0.795  0.231
C: 0.283 0.695 -2.164  -0.571
C: 0.237 1.662 0.049  -0.562
C: 0.340 1.986 -2.709  -0.432
C: 0.300 2.927 -0.519  -0.378
C: 0.146 3.110 -1.898  0.531
H: 0.351 -0.414 -0.351  0.096
H: 0.459 -0.110 -2.847  0.397
H: 0.458 1.591 1.110  0.366
H: 0.360 2.187 -3.775  0.257
H: 0.462 3.827 0.072  0.320
H: -0.881 4.943 -2.323  0.266
H: 0.337 4.525 -3.545  0.357
H: 0.843 5.172 -2.037  0.328
C: 1.903 -1.639 2.524  -1.367
C: -0.575 -2.154 2.659  -0.908
C: 0.620 -2.170 1.947  1.062
C: -1.792 -2.493 2.013  -0.583
C: -1.784 -2.817 0.662  0.673
C: 0.618 -2.519 0.587  -1.284
C: -0.612 -2.852 -0.056  -0.529
O: -2.930 -3.257 0.036  -0.557
H: -0.537 -1.930 3.701  0.349
H: -2.764 -2.497 2.506  0.226
H: 1.971 -1.729 3.617  0.393
H: 2.002 -0.565 2.369  0.168
H: 1.465 -2.291 0.005  0.390
H: -3.701 -3.017 0.511  0.263
H: -0.619 -2.996 -1.127  0.407
H: 2.777 -2.214 2.257  0.385

spin multiplicity: 2
<S²>: 0.76
E: -16823.414 eV
net charge: -1



(7)
Formula: C14H16O
Source: OMol25
Level of theory: ωB97M-V with the def2-TZVPD basis set

Last column: Mulliken charge in e.
Geometry (Å):
C: -0.734 -1.116 -2.694  -1.215
C: -0.148 -2.617 -0.728  -0.527
C: -1.101 -2.008 -1.541  0.390
C: -0.537 -3.205 0.462  -0.476
C: -1.863 -3.159 0.860  0.886
C: -2.444 -2.183 -1.231  -0.483
C: -2.838 -2.711 -0.011  -0.576
O: -2.228 -3.512 2.126  -0.536
H: 0.889 -2.564 -1.060  0.392
H: 0.157 -3.653 1.168  0.240
H: 0.053 -0.443 -2.351  0.268
H: -1.533 -0.459 -3.031  0.315
H: -3.178 -1.848 -1.948  0.369
H: -1.450 -3.820 2.599  0.278
H: -3.889 -2.780 0.232  0.413
H: -0.325 -1.647 -3.558  0.345
C: 3.432 3.281 1.302  -1.310
C: 0.667 1.176 -0.294  0.210
C: -0.473 1.770 0.214  -0.500
C: 1.912 1.722 0.008  -0.692
C: 2.060 2.798 0.871  0.765
C: -0.350 2.909 1.003  -0.503
C: 0.899 3.424 1.324  -0.589
H: 0.680 0.216 -0.778  0.102
H: -1.464 1.369 0.042  0.411
H: 2.792 1.210 -0.381  0.323
H: -1.241 3.421 1.339  0.364
H: 3.329 3.915 2.182  0.354
H: 3.929 3.813 0.493  0.296
H: 0.929 4.303 1.953  0.347
H: 4.066 2.396 1.429  0.340

structure (SMILES): Cc1ccc(O)cc1.Cc1ccccc1
E: -16824.777 eV
net charge: 0



(8)
Formula: C14H16O
Source: OMol25
Level of theory: ωB97M-V with the def2-TZVPD basis set

Last column: Mulliken charge in e.
Geometry (Å):
C: 0.368 -0.730 2.675  -1.250
C: -2.248 2.038 2.686  -0.596
C: -1.524 3.107 2.166  -0.284
C: -1.587 0.838 2.940  -0.310
C: -0.275 0.610 2.540  0.570
C: -0.218 2.942 1.713  -0.716
C: 0.349 1.707 1.945  0.027
H: -3.334 2.005 2.669  0.340
H: -1.962 4.101 2.174  0.347
H: -2.258 0.110 3.374  0.335
H: 0.228 3.745 1.139  0.390
H: -0.293 -1.406 2.141  0.315
H: 0.525 -0.966 3.752  0.378
H: 1.399 1.577 1.640  0.255
H: 1.363 -0.858 2.197  0.209
C: 2.829 -1.212 -1.153  -1.301
C: -0.024 -2.063 -3.526  -0.540
C: -1.022 -1.229 -3.061  0.131
C: 1.217 -1.881 -2.931  -0.218
C: 1.481 -1.136 -1.800  0.092
C: -0.863 -0.562 -1.861  -0.523
C: 0.420 -0.442 -1.246  0.102
O: -2.262 -1.247 -3.674  -0.554
H: -0.313 -2.777 -4.275  0.434
H: 2.022 -2.410 -3.427  0.367
H: -1.581 0.133 -1.449  0.399
H: -2.413 -0.579 -4.358  0.337
H: 3.621 -0.728 -1.716  0.331
H: 3.136 -2.184 -0.739  0.329
H: 0.376 0.213 -0.383  0.348
H: 2.842 -0.717 -0.151  0.257

structure (SMILES): Cc1ccc(O)cc1.Cc1ccccc1
E: -16823.818 eV
net charge: 0



(9)
Formula: C14H16O
Source: OMol25
Level of theory: ωB97M-V with the def2-TZVPD basis set

Last column: Mulliken charge in e.
Geometry (Å):
C: -0.456 -2.694 -0.891  -1.554
C: 2.623 -2.917 1.297  -0.143
C: 1.602 -3.421 0.458  -1.014
C: 2.683 -1.647 1.779  -0.710
C: 0.802 -2.494 -0.105  1.093
C: 1.705 -0.754 1.364  -0.401
C: 0.971 -1.095 0.209  -0.012
H: 3.410 -3.642 1.614  0.299
H: 1.634 -4.391 0.331  0.571
H: 3.431 -1.282 2.420  0.432
H: 1.648 0.211 1.789  0.437
H: -1.365 -2.506 -0.340  0.300
H: -0.611 -3.768 -1.089  0.378
H: 0.193 -0.308 -0.173  -0.181
H: -0.527 -2.220 -1.738  0.517
C: -2.335 1.369 1.663  -1.209
C: -0.997 1.389 -2.039  -0.331
C: -0.208 2.499 -1.894  0.661
C: -1.628 0.813 -0.929  -0.530
C: -1.652 1.576 0.329  0.728
C: -0.190 3.301 -0.777  -0.602
C: -0.928 2.770 0.282  -0.404
O: 0.684 2.810 -2.864  -0.445
H: -1.041 1.108 -3.132  0.362
H: -2.166 -0.155 -1.009  0.463
H: 0.460 4.264 -0.601  0.317
H: 0.582 3.791 -3.075  0.394
H: -2.718 2.355 1.949  0.398
H: -1.561 1.071 2.371  0.319
H: -0.919 3.415 1.081  0.502
H: -3.127 0.553 1.719  0.366

spin multiplicity: 2
<S²>: 0.76
E: -16814.174 eV
net charge: +1



(10)
Formula: C14H16O2
Source: OMol25
Level of theory: ωB97M-V with the def2-TZVPD basis set

Last column: Mulliken charge in e.
Geometry (Å):
C: -3.507 1.441 -0.353  -1.462
C: -1.801 0.353 1.121  -0.571
C: -2.253 1.516 0.495  0.780
C: -0.727 0.422 1.996  -0.279
C: -1.644 2.727 0.769  -0.546
C: -0.184 1.656 2.315  0.609
C: -0.558 2.803 1.647  -0.791
O: 0.751 1.621 3.325  -0.541
H: -2.356 -0.566 0.981  0.390
H: -0.439 -0.458 2.560  0.454
H: -3.922 2.434 -0.524  0.374
H: -4.303 0.835 0.066  0.357
H: -1.914 3.607 0.203  0.330
H: 0.031 3.715 1.699  0.320
H: 1.119 2.499 3.526  0.293
H: -3.258 1.054 -1.328  0.281
C: 0.866 -2.958 -3.112  -1.460
C: 1.132 -0.163 -0.559  -0.002
C: 2.186 -0.606 0.216  0.063
C: 0.679 -0.924 -1.641  -0.609
C: 1.302 -2.129 -1.930  0.704
C: 2.729 -1.868 0.014  -0.555
C: 2.287 -2.609 -1.070  -0.515
O: 2.697 0.225 1.202  -0.609
H: 0.632 0.782 -0.376  0.541
H: -0.124 -0.504 -2.225  0.340
H: 3.539 -2.188 0.658  0.422
H: 2.073 0.352 1.936  0.313
H: 0.453 -3.909 -2.799  0.320
H: 1.680 -3.144 -3.816  0.345
H: 2.762 -3.553 -1.331  0.362
H: 0.071 -2.461 -3.666  0.343

structure (SMILES): Cc1ccc(O)cc1.Cc1ccc(O)cc1
E: -18872.414 eV
net charge: 0



(11)
Formula: C14H16O2
Source: OMol25
Level of theory: ωB97M-V with the def2-TZVPD basis set

Last column: Mulliken charge in e.
Geometry (Å):
C: -0.125 3.334 2.050  -1.417
C: -1.118 1.480 0.656  -0.258
C: -1.150 2.263 1.808  0.338
C: -1.885 0.337 0.531  -0.478
C: -2.102 1.931 2.751  -0.247
C: -2.684 -0.053 1.601  0.147
C: -2.914 0.802 2.664  -0.648
O: -3.239 -1.312 1.527  -0.541
H: -0.445 1.728 -0.152  0.287
H: -1.944 -0.266 -0.355  0.654
H: 0.792 2.860 2.430  0.308
H: -0.549 4.137 2.633  0.373
H: -2.251 2.533 3.645  0.319
H: -3.772 0.609 3.290  0.446
H: -3.148 -1.784 2.360  0.330
H: 0.371 3.577 1.108  0.359
C: -0.533 -2.429 -1.305  -1.587
C: 2.138 0.031 -2.321  -0.680
C: 3.282 -0.675 -2.013  0.966
C: 0.884 -0.553 -2.161  -0.396
C: 0.787 -1.863 -1.713  0.575
C: 3.233 -2.008 -1.628  -0.642
C: 1.973 -2.553 -1.463  -0.397
O: 4.522 -0.106 -2.153  -0.550
H: 2.202 1.024 -2.744  0.263
H: -0.012 0.019 -2.383  0.417
H: 4.152 -2.570 -1.555  0.404
H: 4.455 0.700 -2.673  0.287
H: -0.853 -2.024 -0.344  0.278
H: -0.594 -3.497 -1.104  0.426
H: 1.838 -3.513 -0.972  0.294
H: -1.310 -2.158 -2.016  0.368

structure (SMILES): Cc1ccc(O)cc1.Cc1ccc(O)cc1
E: -18871.834 eV
net charge: 0



(12)
Formula: C14H17AlBr3N2O
Source: OMol25
Level of theory: ωB97M-V with the def2-TZVPD basis set

Last column: Mulliken charge in e.
Geometry (Å):
Al: 0.212 0.609 0.024  0.537
O: 0.003 0.311 1.857  -0.367
C: 1.071 -0.232 2.780  -0.535
C: 2.042 0.872 3.118  -0.629
C: 2.470 1.683 1.880  -0.899
C: 2.983 0.804 0.775  0.776
C: 4.334 0.545 0.655  -0.801
C: 4.799 -0.340 -0.306  -0.383
C: 3.885 -0.971 -1.141  -0.948
C: 2.556 -0.675 -0.998  0.009
N: 2.092 0.203 -0.070  0.056
H: -0.723 0.677 2.382  0.425
H: 1.520 -1.054 2.229  0.340
H: 0.546 -0.633 3.642  0.508
H: 2.908 0.395 3.584  0.410
H: 1.621 1.551 3.861  0.399
H: 3.242 2.395 2.164  0.595
H: 1.634 2.299 1.535  -0.013
H: 5.023 1.041 1.328  0.557
H: 5.859 -0.543 -0.397  0.480
H: 4.199 -1.679 -1.895  0.503
H: 1.824 -1.141 -1.637  0.232
Br: -0.323 0.204 -2.723  0.115
C: -1.077 -1.517 -2.276  -0.589
Br: -0.884 -1.739 -0.351  0.095
H: -0.515 -2.301 -2.768  0.483
H: -2.131 -1.527 -2.519  0.458
Br: 0.691 3.123 -1.006  0.061
C: -1.129 2.957 -0.521  0.633
C: -2.053 3.954 -0.670  -0.754
C: -3.355 3.660 -0.266  -0.177
C: -3.658 2.404 0.251  -0.977
C: -2.660 1.464 0.356  0.118
N: -1.392 1.737 -0.024  0.295
H: -1.781 4.918 -1.079  0.505
H: -4.127 4.414 -0.361  0.468
H: -4.662 2.155 0.566  0.465
H: -2.855 0.468 0.733  0.549

E: -236521.726 eV
net charge: +3